{"formula": "C9H17N3O2S", "method": "ωB97M-V/def2-TZVPD", "homo_energy_ha": -0.316, "smiles": "CCCCCC(=O)NNC(=S)NC(C)=O", "e_lumo_ev": 0.6, "gap_ha": 0.3375, "molar_mass_da": 231.32, "de_lowest_kj_mol": 0.0, "symbols": ["C", "O", "C", "O", "N", "C", "S", "C", "H", "N", "C", "C", "C", "H", "H", "H", "H", "H", "C", "H", "H", "H", "H", "H", "H", "H", "H", "N", "H", "H", "C", "H"], "xyz": [[-3.6007, -0.3291, 0.9050], [-1.6565, -1.2806, -1.0033], [2.7000, 0.4933, -1.2516], [-1.2074, -0.7016, 2.5882], [-3.1195, -1.4318, 1.5811], [1.1736, 0.5493, -1.2464], [-5.2123, -0.2248, 0.6048], [3.1282, 2.9730, -1.6649], [0.8749, -1.5500, -0.8314], [-2.7755, 0.6753, 0.5317], [-1.8478, -3.0008, 2.8634], [0.5807, -0.5886, -0.4084], [-0.9284, -0.5232, -0.4067], [-0.9381, -3.0798, 3.4515], [-0.8273, 0.9149, 1.0542], [0.8039, 0.4665, -2.2705], [0.8389, 1.5058, -0.8435], [-2.7011, -3.2596, 3.4867], [3.3351, 1.5463, -2.1603], [2.9239, 1.4481, -3.1672], [-3.2387, 1.3885, -0.0244], [0.9464, -0.5279, 0.6183], [3.6766, 3.6715, -2.2924], [-3.7850, -2.1955, 1.5803], [3.0701, 0.6264, -0.2324], [-1.8017, -3.6955, 2.0273], [3.4875, 3.0772, -0.6432], [-1.4109, 0.5443, 0.3114], [4.4074, 1.3475, -2.2212], [2.0777, 3.2501, -1.6924], [-1.9879, -1.5928, 2.3471], [3.0140, -0.4966, -1.5909]], "atomic_forces_ev_per_a": [[-0.23, 0.14, 0.11], [-0.06, -0.17, -0.16], [-0.14, 0.14, -0.31], [0.16, -0.01, 0.29], [-0.01, -0.09, -0.15], [0.29, -0.16, 0.20], [-0.40, 0.01, -0.14], [0.04, -0.18, -0.17], [-0.07, 0.01, 0.09], [0.49, 0.09, -0.12], [0.24, 0.04, 0.08], [-0.07, 0.07, -0.18], [0.18, -0.01, -0.07], [-0.02, 0.03, 0.00], [-0.27, -0.22, -0.13], [-0.06, 0.07, -0.04], [-0.05, 0.05, -0.07], [-0.09, -0.05, 0.03], [0.03, -0.02, 0.25], [0.06, -0.05, -0.07], [0.13, -0.27, 0.16], [0.05, -0.03, 0.05], [0.01, 0.13, -0.01], [0.11, 0.20, -0.02], [0.05, -0.06, 0.08], [-0.03, -0.08, -0.04], [0.02, 0.06, 0.13], [-0.26, 0.47, 0.09], [0.00, -0.02, -0.10], [-0.10, 0.10, 0.04], [0.01, -0.13, 0.12], [0.02, -0.07, 0.07]]}